Entry 1:
DFT (ωB97M-V/def2-TZVPD) results for a structure of composition C16H31AgF3O7S.

CARTESIAN COORDINATES (ANGSTROEM)
Ag  -0.44967  0.13193  -0.52096
C  -3.15501  -0.55557  -3.52474
C  -1.91803  -1.16047  -2.89012
C  -1.39144  -2.33440  -3.71673
O  -0.92586  -0.20456  -2.72039
H  -2.85997  -0.05263  -4.45582
H  -3.60067  0.24268  -2.92391
H  -3.94856  -1.27562  -3.77076
H  -2.17801  -1.56036  -1.88101
H  -2.16909  -2.97372  -4.15074
H  -0.73443  -2.93341  -3.07647
H  -0.74940  -1.95775  -4.51832
C  1.52944  4.40116  -1.10634
F  0.23394  4.80687  -1.08668
F  2.23989  5.32775  -1.77908
F  1.95973  4.41201  0.17905
S  1.68508  2.73973  -1.85408
O  3.08680  2.45816  -1.68587
O  0.81232  2.00138  -0.94920
O  1.21950  2.92958  -3.19370
C  3.51742  0.69884  2.33717
C  2.65433  0.27834  3.52482
C  1.63404  -0.60017  2.84173
O  1.29274  0.11727  1.66716
C  2.46166  0.83610  1.22007
H  4.23610  -0.08521  2.08867
H  4.05903  1.62489  2.51591
H  2.15122  1.13392  3.98261
H  3.15140  -0.24312  4.34957
H  0.72304  -0.72143  3.43112
H  2.06255  -1.57600  2.57731
H  2.21300  1.88127  1.05170
H  2.79746  0.44977  0.25787
C  -2.54507  2.93056  0.31918
C  -1.64393  2.69148  1.54431
C  -2.00963  1.26653  1.96713
O  -2.38967  0.60994  0.78226
C  -3.14306  1.54235  0.00878
H  -1.95993  3.26941  -0.53663
H  -3.28488  3.71111  0.49883
H  -1.83200  3.41294  2.34129
H  -0.58740  2.75774  1.28455
H  -2.83663  1.24107  2.69675
H  -1.18172  0.72882  2.43118
H  -4.20728  1.46169  0.26174
H  -3.01070  1.27243  -1.03708
C  0.41271  -4.09963  1.27112
C  1.63193  -4.03390  0.31245
C  1.38219  -2.78488  -0.54155
O  0.22014  -2.15336  -0.01904
C  -0.56350  -3.09054  0.68755
H  0.73551  -3.77521  2.26172
H  0.01999  -5.11135  1.34251
H  1.67117  -4.93906  -0.29184
H  2.55982  -3.96928  0.87953
H  1.19569  -3.05521  -1.58798
H  2.18034  -2.04359  -0.55354
H  -1.31606  -3.53783  0.02077
H  -1.13859  -2.53947  1.43614

Atoms 1-2, force components in eV/Å:
0.1595 -0.1892 -0.9250
-0.5019 0.4380 -0.6323

Results
- ΔE to the lowest compared entry with this formula, charge and spin (eV) = 0.016
- HOMO energy (Eh) = -0.1394
- energy (Eh) = -1999.68890
- orbital gap (eV) = 6.319
- net charge = -1

These are the natural (NBO) partial charges, in e, on atoms 1 to 8: number 1, Ag, carries 0.9098; number 2, C, carries -0.6246; number 3, C, carries 0.1012; number 4, C, carries -0.6303; number 5, O, carries -1.0234; number 6, H, carries 0.2027; number 7, H, carries 0.1874; number 8, H, carries 0.1717

Entry 2:
DFT (ωB97M-V/def2-TZVPD) results for a cluster of 3 separate species, C16H31BBrF2N2O6 in total.

CARTESIAN COORDINATES (ANGSTROEM)
C  2.93253  -1.28747  -0.67533
C  2.76961  0.10842  -1.51868
C  2.95443  1.47930  -0.58501
O  1.95811  2.43748  -1.08246
C  0.90109  2.72316  -0.10691
C  -0.22841  1.55504  0.08452
Br  0.35065  0.06250  1.35142
O  -1.20708  2.25499  0.98331
B  -2.34708  2.96853  0.30536
O  -2.35754  2.22787  -1.00605
C  -1.27814  1.19008  -1.11752
C  -0.85198  1.35518  -2.68878
C  -2.02321  2.29548  -3.42590
O  -1.73712  3.60729  -3.65335
F  -3.32647  1.68492  -3.78179
C  -2.16555  -0.18585  -0.96908
C  -1.38937  -1.56541  -1.38360
F  -2.78292  -0.39114  0.36110
H  3.26975  -0.98218  0.42000
H  3.63809  -2.06752  -1.18864
H  1.83349  -1.73489  -0.54861
H  3.56418  0.13170  -2.39730
H  1.70987  0.17578  -2.06378
H  4.03732  1.87759  -0.82094
H  2.91478  1.26537  0.56433
H  1.43057  2.86897  0.95229
H  0.46486  3.79131  -0.37824
H  -2.04169  4.08486  0.08797
H  -3.38261  2.72644  0.80620
H  -0.82277  0.36332  -3.31062
H  0.15541  1.91529  -2.88425
H  -3.07241  -0.07044  -1.73697
H  -1.15175  -1.66270  -2.54623
H  -2.12865  -2.46667  -1.13410
H  -0.38109  -1.76609  -0.82678
C  -5.73623  -0.45940  0.79152
C  -6.47464  -1.73495  1.08772
O  -5.90319  -2.82114  1.14755
N  -7.82130  -1.66534  1.29386
C  -8.67098  -0.49884  1.26741
H  -4.67366  -0.67794  0.65174
H  -6.11954  -0.00896  -0.12771
H  -5.83813  0.23588  1.62895
H  -8.24545  -2.56573  1.48728
H  -9.15562  -0.41051  2.24299
H  -9.43480  -0.65339  0.50099
H  -8.11775  0.41585  1.05126
C  7.17894  -2.24710  3.33960
C  6.19455  -2.06974  2.21731
O  5.02410  -2.43160  2.31242
N  6.63217  -1.48675  1.06429
C  7.95448  -0.99732  0.75555
H  6.68114  -2.72478  4.18836
H  8.00325  -2.88865  3.01754
H  7.55663  -1.27396  3.66428
H  5.91047  -1.40313  0.35705
H  7.87499  0.06636  0.51742
H  8.31787  -1.53485  -0.12407
H  8.65379  -1.13459  1.58111

Atoms 1-2, force components in eV/Å:
-1.1695 0.6927 0.4876
0.1061 -0.0250 -0.3884

Results
- HOMO energy (Eh) = -0.1702
- energy (Eh) = -3987.69515
- orbital gap (eV) = 6.745
- net charge = -1

These are the natural (NBO) partial charges, in e, on atoms 1 to 8: number 1, C, carries -0.6580; number 2, C, carries -0.4367; number 3, C, carries -0.0823; number 4, O, carries -0.5802; number 5, C, carries -0.1162; number 6, C, carries 0.2373; number 7, Br, carries -0.0377; number 8, O, carries -0.7551